# 1
Computed, not measured: C31H83N5O13PSn2 as an isolated structure in a non-equilibrium geometry, with wB97M-V/def2-TZVPD.

Atoms and positions in Å:
Sn: 0.75702 -3.35472 -1.42337
Sn: -2.85251 -0.81621 -2.76014
P: -0.22224 -0.31722 -1.08261
O: -1.22806 -1.48548 -0.66342
O: 1.13290 -0.61838 -0.46446
O: -0.89236 1.01572 -0.81348
O: -0.14325 -0.63685 -2.62630
C: 5.51899 -1.48007 1.36528
C: 4.53757 -0.67011 0.53947
C: 5.22929 0.04653 -0.61189
O: 3.50461 -1.54474 0.11255
H: 5.65664 -2.47586 0.95104
H: 5.09147 -1.59182 2.36854
H: 6.44447 -0.95595 1.60064
H: 4.12531 0.20280 1.07050
H: 6.04318 0.66416 -0.23565
H: 4.55526 0.60977 -1.25914
H: 5.64983 -0.71960 -1.27689
H: 2.69320 -1.04916 -0.10763
C: -1.69101 4.37820 -3.55859
C: -2.44682 3.73208 -2.40137
C: -3.92829 4.14967 -2.44322
O: -2.32699 2.29656 -2.55820
H: -2.17932 4.03947 -4.47309
H: -0.67117 3.99576 -3.53960
H: -1.76382 5.46206 -3.48665
H: -2.07393 3.98122 -1.40434
H: -4.54917 3.26948 -2.27451
H: -4.17996 4.61202 -3.39610
H: -4.13188 4.85383 -1.63532
H: -1.83866 1.98838 -1.76685
C: 0.19313 -1.13073 -6.21448
C: -0.41399 -2.37942 -5.56922
C: -0.39080 -3.63915 -6.40959
O: 0.21021 -2.58272 -4.30540
H: 1.26641 -1.23663 -6.37763
H: 0.07751 -0.33902 -5.46963
H: -0.25102 -0.86986 -7.17337
H: -1.49332 -2.17689 -5.39049
H: -0.92633 -3.60143 -7.35303
H: -0.78637 -4.43349 -5.76783
H: 0.62474 -3.99274 -6.60578
H: 0.09547 -1.73409 -3.82447
C: -3.98202 -6.72776 2.66049
O: -3.25273 -5.82753 1.87610
C: -3.14952 -4.52396 2.41520
C: -2.54275 -3.63059 1.36605
N: -2.75247 -2.18405 1.51668
C: -2.28836 -1.72300 2.83181
C: -3.40383 -1.51879 3.86940
O: -3.24654 -2.44952 4.93585
C: -3.10124 -1.95119 6.24373
H: -4.92610 -6.30361 3.01672
H: -3.39379 -7.13503 3.49205
H: -4.23583 -7.62034 2.08552
H: -2.67036 -4.51586 3.39999
H: -4.17446 -4.19738 2.65416
H: -2.80277 -4.00706 0.37280
H: -1.44446 -3.75123 1.40551
H: -2.20166 -1.75466 0.76918
H: -1.89282 -0.72164 2.62136
H: -1.52873 -2.38194 3.26377
H: -4.39920 -1.76871 3.49367
H: -3.40681 -0.47736 4.20326
H: -2.75460 -2.76210 6.87671
H: -4.00651 -1.46931 6.62755
H: -2.35751 -1.14319 6.28785
C: 2.23564 2.74245 2.68188
C: 1.10840 2.82673 1.64213
C: 1.61739 3.27631 0.26571
O: 2.05098 4.61081 0.36806
C: 2.65824 5.09028 -0.79537
N: 0.41168 1.54314 1.57375
H: 3.12741 2.28060 2.24938
H: 1.93683 2.09455 3.50511
H: 2.40761 3.75868 3.02913
H: 0.44623 3.63151 1.97450
H: 0.78126 3.20752 -0.44034
H: 2.40474 2.55384 0.00822
H: 3.47665 4.48042 -1.20179
H: 3.08876 6.07086 -0.59690
H: 1.96270 5.19496 -1.64038
H: -0.27103 1.59604 0.80741
H: 0.94227 0.85499 1.03133
C: 2.07280 2.30720 -3.45304
C: 2.76816 1.08953 -4.07493
C: 4.25524 1.31536 -4.29314
O: 4.39200 2.43925 -5.14712
C: 5.68924 2.56429 -5.69813
N: 2.51870 -0.07828 -3.20636
H: 2.25086 3.15929 -4.11314
H: 2.53367 2.55230 -2.49312
H: 1.01445 2.10363 -3.28435
H: 2.31681 0.80732 -5.02619
H: 4.63550 0.45749 -4.86422
H: 4.89008 1.40071 -3.40390
H: 6.34888 2.88993 -4.89042
H: 5.59855 3.24652 -6.54015
H: 6.10337 1.65044 -6.14190
H: 1.49666 -0.21028 -3.16084
H: 2.61298 0.18893 -2.22459
C: 2.13571 -1.20012 3.32721
C: 1.85217 -2.57993 2.71116
C: 1.28073 -3.50069 3.76882
O: 2.26275 -3.73019 4.75454
C: 1.78333 -4.65190 5.70303
N: 0.88182 -2.35946 1.60617
H: 3.01314 -1.30571 3.96517
H: 1.23548 -0.85222 3.83722
H: 2.37558 -0.46636 2.55714
H: 2.75312 -2.95972 2.23040
H: 1.07719 -4.46100 3.27199
H: 0.35118 -3.10568 4.19571
H: 1.58835 -5.66328 5.32797
H: 0.83960 -4.29459 6.13597
H: 2.49715 -4.73268 6.52063
H: 1.18236 -1.57603 1.03372
H: 0.07333 -1.92031 2.05310
C: -5.60394 1.57200 1.35047
C: -4.18566 1.91615 0.87657
C: -3.34575 2.41912 2.04462
O: -3.86223 3.59982 2.62242
C: -3.29530 4.77399 2.06303
N: -3.60976 0.73385 0.22591
H: -6.18211 1.24757 0.48459
H: -6.07125 2.45371 1.78152
H: -5.51870 0.74109 2.05373
H: -4.28028 2.75359 0.17690
H: -2.28464 2.49098 1.77308
H: -3.39290 1.70650 2.87788
H: -3.57514 4.89305 1.00814
H: -2.20417 4.75977 2.11963
H: -3.73559 5.61140 2.59789
H: -2.65835 1.04784 0.00524
H: -3.37175 0.02254 0.92242

M: 1002.4 g/mol
Charge: +1
LUMO: -0.2108 Eh
HOMO-LUMO gap: 5.25 eV
HOMO energy: -11.0 eV
Max |F|: 3.8 eV/Å
Energy: -88503.1366 eV

# 2
Computed, not measured: C3H7FeNO9P2 as an isolated structure in a non-equilibrium geometry, with wB97M-V/def2-TZVPD.

Atoms and positions in Å:
Fe: -13.80839 -27.10255 26.53408
P: -14.83659 -25.17777 27.35309
O: -15.51856 -23.97169 27.93084
O: -14.39997 -26.41828 28.20165
O: -13.48222 -25.22645 26.60981
O: -15.43682 -26.19512 26.39713
P: -13.20109 -28.98941 25.42462
O: -12.21002 -28.02814 26.13418
O: -14.02216 -28.96122 26.69976
O: -12.95866 -30.35526 24.77623
O: -13.97272 -27.84682 24.72125
C: -10.17819 -26.82926 31.12335
O: -10.51941 -25.76378 31.61574
N: -10.21358 -27.02690 29.77660
C: -10.21688 -28.41523 29.29250
C: -10.98258 -26.05164 28.94002
H: -9.87120 -27.67031 31.76414
H: -9.60961 -28.55128 28.39761
H: -11.19462 -28.88255 29.17525
H: -9.64932 -29.03698 29.98490
H: -10.92102 -25.07116 29.41220
H: -10.60643 -26.08500 27.91752
H: -12.01720 -26.37344 28.82126

M: 318.9 g/mol
Charge: -2
LUMO (spin up / spin down): 0.1874 / 0.1501 Eh
Expectation value of S²: 12.018
HOMO-LUMO gap (spin up / spin down): 6.27 / 5.14 eV
Spin multiplicity: 7
HOMO energy (spin up / spin down): -1.2 / -1.1 eV
Max |F|: 6.8 eV/Å
Energy: -76110.1960 eV

# 3
Computed, not measured: one molecule with the formula C5H6S3 in a non-equilibrium geometry, with wB97M-V/def2-TZVPD.

Atoms and positions in Å:
C: 0.47285 -1.49248 -1.03516
C: -0.39191 1.14493 -1.89536
C: -0.71294 0.94511 0.95859
C: 0.12885 0.32087 1.96020
C: 0.69888 -0.26483 2.87931
H: 0.88082 -2.39067 -1.64117
H: 0.04586 -1.77584 -0.12079
H: 1.35575 -0.85733 -0.80655
H: -1.52042 1.57482 1.42976
H: -1.33617 0.15129 0.44242
H: 1.25248 -0.77220 3.60340
S: -0.64485 -0.58543 -2.14201
S: -0.40173 2.15834 -3.23487
S: 0.17253 1.84340 -0.39776

M: 162.3 g/mol
Relative energy (zero: lowest compared OMol25 entry of this formula, charge and spin): 64.33 kcal/mol
LUMO: -0.0224 Eh
HOMO-LUMO gap: 7.97 eV
HOMO energy: -8.6 eV
Max |F|: 4.1 eV/Å
Energy: -37785.0032 eV

# 4
Computed, not measured: one molecule with the formula CH3NOP2 in a non-equilibrium geometry, with wB97M-V/def2-TZVPD.

Atoms and positions in Å:
O: -3.08700 0.64406 0.05914
C: -1.87861 0.71256 0.07256
P: -0.91610 -0.55181 -0.77207
N: 0.81638 0.46289 -0.01736
P: 1.94480 -0.55836 0.39841
H: -1.49724 1.50479 0.57954
H: 1.54277 -1.75665 0.16260
H: 3.07501 -0.45749 -0.48280

M: 107.0 g/mol
Relative energy (zero: lowest compared OMol25 entry of this formula, charge and spin): 68.48 kcal/mol
LUMO (spin up / spin down): -0.0574 / -0.0807 Eh
HOMO-LUMO gap (spin up / spin down): 7.70 / 6.50 eV
HOMO energy (spin up / spin down): -9.3 / -8.7 eV
Max |F|: 4.8 eV/Å
Energy: -23195.6869 eV

Among the records above, which one has the highest max |F|?
C3H7FeNO9P2

Which value of energy does entry 3 give?
-37785.0032 eV

The lowest energy belongs to which entry?
C31H83N5O13PSn2

Copy entry 3 word for word.
Computed, not measured: one molecule with the formula C5H6S3 in a non-equilibrium geometry, with wB97M-V/def2-TZVPD.

Atoms and positions in Å:
C: 0.47285 -1.49248 -1.03516
C: -0.39191 1.14493 -1.89536
C: -0.71294 0.94511 0.95859
C: 0.12885 0.32087 1.96020
C: 0.69888 -0.26483 2.87931
H: 0.88082 -2.39067 -1.64117
H: 0.04586 -1.77584 -0.12079
H: 1.35575 -0.85733 -0.80655
H: -1.52042 1.57482 1.42976
H: -1.33617 0.15129 0.44242
H: 1.25248 -0.77220 3.60340
S: -0.64485 -0.58543 -2.14201
S: -0.40173 2.15834 -3.23487
S: 0.17253 1.84340 -0.39776

M: 162.3 g/mol
Relative energy (zero: lowest compared OMol25 entry of this formula, charge and spin): 64.33 kcal/mol
LUMO: -0.0224 Eh
HOMO-LUMO gap: 7.97 eV
HOMO energy: -8.6 eV
Max |F|: 4.1 eV/Å
Energy: -37785.0032 eV